Entry w
Here is the molecule C3H5ClO from the Open Molecules 2025 dataset. Energies are from ωB97M-V with the def2-TZVPD basis set.

Cartesian coordinates (Å):
O -1.2889 -1.0318 -0.1172
C -0.1802 -0.4457 0.4795
C 0.0391 0.9223 0.0194
C 0.7899 -0.2111 -0.4323
Cl 2.4689 -0.5127 0.0392
H -2.1550 -0.6800 0.0750
H -0.0333 -0.5411 1.5253
H 0.3216 1.7757 0.7607
H -0.4408 1.2226 -0.9789
H 0.4787 -0.4981 -1.3706

Values from the calculation:
* HOMO level: -9.87 eV
* lowest unoccupied orbital energy: 0.896 eV
* SMILES: O[C@@H]1C[C@H]1Cl
* 2S+1: 1
* frontier orbital gap: 10.764 eV

Atomic partial charges in e from the Mulliken method, atoms 1 to 4: number 1, O, carries -0.541; number 2, C, carries -0.024; number 3, C, carries -0.494; number 4, C, carries -0.231

Entry x
Here is a cluster of 2 separate species, C3H5ClO in total from the Open Molecules 2025 dataset. Energies are from ωB97M-V with the def2-TZVPD basis set.

Cartesian coordinates (Å):
Cl -1.0589 1.4529 -0.0351
C -0.7108 -0.2157 0.2382
C -1.0582 -1.2964 0.8862
C -0.2505 -1.5434 -0.3556
H -1.3697 -1.9557 1.6811
H 0.8828 -1.7567 -0.0941
H -0.8197 -2.0405 -1.1619
O 1.5130 2.7199 -0.5990
H 1.9842 2.6177 0.1797
H 0.8877 2.0178 -0.7394

Values from the calculation:
* HOMO level: -9.61 eV
* lowest unoccupied orbital energy: 0.687 eV
* SMILES: ClC1=CC1.O
* 2S+1: 1
* frontier orbital gap: 10.293 eV

Atomic partial charges in e from the Mulliken method, atoms 1 to 4: number 1, Cl, carries -0.177; number 2, C, carries -0.093; number 3, C, carries -0.069; number 4, C, carries -0.427

Verdict on stability: entry x comes out at the bottom.

Entry w
Here is the molecule C20H24N2O3 from the Open Molecules 2025 dataset. Energies are from ωB97M-V with the def2-TZVPD basis set.

Cartesian coordinates (Å):
C -3.0145 -3.8294 1.0734
C -3.4601 -2.4039 0.7604
C -4.6870 -2.4088 -0.1468
C -2.3056 -1.6377 0.1018
N -2.6351 -0.2547 -0.1427
C -2.7378 0.2704 -1.3766
O -2.5255 -0.3372 -2.4027
C -3.1717 1.7432 -1.3862
O -2.9656 2.4191 -0.1657
C -1.6855 2.7280 0.1983
C -1.5525 3.4700 1.3729
C -0.3011 3.8312 1.8283
C 0.8366 3.4482 1.1366
C 0.7100 2.7020 -0.0281
C 1.8894 2.2752 -0.8413
O 1.8629 2.2284 -2.0547
N 2.9872 1.9531 -0.1144
C 4.1810 1.4063 -0.7249
C 4.3389 -0.0592 -0.4117
C 3.3156 -0.9433 -0.7347
C 3.4336 -2.2887 -0.4391
C 4.5774 -2.7660 0.1802
C 5.6008 -1.8920 0.5026
C 5.4798 -0.5436 0.2119
C -0.5492 2.3490 -0.5022
H -2.7441 -4.3489 0.1572
H -3.8182 -4.3800 1.5558
H -2.1523 -3.8289 1.7367
H -3.7166 -1.9003 1.7007
H -5.0205 -1.3944 -0.3527
H -5.5051 -2.9505 0.3219
H -4.4513 -2.8869 -1.0946
H -2.0718 -2.0757 -0.8714
H -1.4147 -1.6877 0.7384
H -2.8844 0.3187 0.6495
H -4.2531 1.7747 -1.5542
H -2.6807 2.2518 -2.2232
H -2.4461 3.7611 1.9025
H -0.2111 4.4188 2.7296
H 1.8094 3.7582 1.4880
H 2.9133 1.8893 0.8883
H 4.0603 1.5526 -1.8030
H 5.0556 1.9687 -0.3824
H 2.4295 -0.5697 -1.2269
H 2.6342 -2.9677 -0.6968
H 4.6714 -3.8173 0.4087
H 6.4954 -2.2596 0.9837
H 6.2814 0.1359 0.4655
H -0.6024 1.7780 -1.4160

Values from the calculation:
* HOMO level: -8.98 eV
* lowest unoccupied orbital energy: 0.642 eV
* SMILES: CC(C)CNC(=O)COc1cccc(C(=O)NCc2ccccc2)c1
* 2S+1: 1
* frontier orbital gap: 9.622 eV

Atomic partial charges in e from the Mulliken method, atoms 1 to 4: number 1, C, carries -1.599; number 2, C, carries 0.852; number 3, C, carries -1.416; number 4, C, carries -1.149

Entry x
Here is the molecule C20H24N2O3 from the Open Molecules 2025 dataset. Energies are from ωB97M-V with the def2-TZVPD basis set.

Cartesian coordinates (Å):
C -3.1791 -0.4707 6.3851
C -3.5764 -2.0301 6.0637
O -4.3904 -2.1476 5.0287
C -3.9615 -1.9406 3.6128
C -4.9972 -2.1193 2.4534
C -4.5557 -1.7848 1.1884
C -3.2664 -1.4422 0.8164
C -2.1733 -1.6469 1.8672
C -0.5870 -1.2947 1.7188
O 0.2455 -1.7875 2.3411
N -0.6597 -0.7270 0.3506
C 0.7458 -0.2514 -0.0054
C 1.9559 -0.7737 0.5630
C 3.0602 -0.2126 -0.2350
C 2.9138 0.5138 -1.4068
C 1.8442 1.0270 -1.9041
C 1.8094 1.7448 -3.0350
O 0.8162 1.7778 -3.8275
N 2.9204 2.3300 -3.2996
C 2.6850 3.3845 -4.6267
C 3.9440 3.0422 -5.4058
C 3.9633 1.4771 -5.8131
C 5.3194 3.2384 -4.8019
C 0.6912 0.3816 -1.3010
C -2.5139 -1.7546 3.1932
H -2.6454 -0.5035 7.2116
H -4.2444 0.0208 6.5426
H -2.5310 -0.1512 5.5564
H -3.8938 -2.4773 6.7288
H -2.7107 -2.6188 5.8338
H -5.9833 -2.0970 2.7628
H -5.2461 -1.8740 0.4119
H -2.8326 -1.3117 -0.1174
H -1.4702 -0.1594 0.0315
H 1.9839 -1.1523 1.3783
H 4.0821 -0.6993 0.1431
H 4.1158 0.8993 -1.8174
H 3.4571 2.5905 -2.5903
H 3.0409 4.3828 -4.1062
H 1.8901 3.3821 -5.0989
H 3.9973 3.6529 -6.2888
H 2.9405 1.2664 -6.4411
H 4.6778 1.2815 -6.5186
H 3.8531 0.8545 -5.1251
H 5.5516 4.2543 -4.2063
H 6.1877 2.8742 -5.4632
H 5.4481 2.7905 -3.8057
H -0.1128 0.9313 -1.6569
H -1.8477 -1.6468 3.9686

Values from the calculation:
* HOMO level: -8.37 eV
* lowest unoccupied orbital energy: 0.050 eV
* SMILES: CCOc1cccc(C(=O)Nc2cccc(C(=O)NCC(C)C)c2)c1
* 2S+1: 1
* frontier orbital gap: 8.420 eV

Atomic partial charges in e from the Mulliken method, atoms 1 to 4: number 1, C, carries -0.903; number 2, C, carries -1.005; number 3, O, carries -0.442; number 4, C, carries 0.288

Verdict on stability: entry x comes out at the bottom.

Entry w
Here is a cluster of 2 separate species, C6H14NO in total from the Open Molecules 2025 dataset. Energies are from ωB97M-V with the def2-TZVPD basis set.

Cartesian coordinates (Å):
C 0.7542 -0.3601 -1.9387
C -0.2094 0.7817 -1.5994
C -0.8048 0.5500 -0.2234
C -1.6658 -0.5300 -0.0533
C -0.7417 1.3966 2.0979
C -0.5586 1.5680 0.7483
N 1.6060 -0.5764 -0.7189
H 1.3713 -0.1915 -2.8186
H 0.1367 -1.2406 -2.0186
H -1.0418 0.8314 -2.3057
H 0.3109 1.7509 -1.6275
H -1.9342 -1.1842 -0.8745
H -2.2591 -0.5534 0.8511
H -0.8764 0.3833 2.4569
H -0.7323 2.1713 2.8482
H -0.3743 2.5835 0.4055
H 1.3883 -1.4347 -0.1885
H 1.3447 0.1494 -0.0071
H 2.6057 -0.4399 -0.8657
H -0.1137 -2.1264 1.4439
H 1.1674 -2.2109 2.3164
O 0.8371 -1.9276 1.4513

Values from the calculation:
* HOMO level (spin up / spin down): -3.91 / -6.75 eV
* lowest unoccupied orbital energy (spin up / spin down): 0.252 / 0.190 eV
* 2S+1: 2
* frontier orbital gap (spin up / spin down): 4.165 / 6.941 eV

Atomic partial charges in e from the Mulliken method, atoms 1 to 4: number 1, C, carries -0.497; number 2, C, carries -1.002; number 3, C, carries 0.728; number 4, C, carries -1.724

Entry x
Here is the molecule C6H14NO from the Open Molecules 2025 dataset. Energies are from ωB97M-V with the def2-TZVPD basis set.

Cartesian coordinates (Å):
C 0.2616 -1.9382 -0.5952
O -0.4449 -2.5001 -1.6842
C -0.6406 -0.9727 0.1844
C 0.2719 -0.1384 1.1355
C -0.0708 1.3258 1.3346
C 1.6480 2.1054 -0.3822
C 0.5498 2.2790 0.3285
N -1.4094 -0.1890 -0.8677
H 0.7478 -2.6604 0.0637
H 1.0750 -1.3940 -1.0854
H -0.8063 -3.3840 -1.5717
H -1.2167 -1.6140 0.8337
H 1.3032 -0.3820 0.9125
H 0.1553 -0.6535 2.0987
H 0.3019 1.6941 2.2945
H -1.1411 1.4659 1.2784
H 2.0830 2.8453 -1.0343
H 2.1008 1.1276 -0.2837
H 0.0128 3.2181 0.3190
H -0.9583 -0.2449 -1.7889
H -1.5056 0.7923 -0.5642
H -2.3173 -0.7826 -0.9259

Values from the calculation:
* HOMO level (spin up / spin down): -3.22 / -10.18 eV
* lowest unoccupied orbital energy (spin up / spin down): 0.938 / 0.643 eV
* 2S+1: 2
* frontier orbital gap (spin up / spin down): 4.157 / 10.822 eV

Atomic partial charges in e from the Mulliken method, atoms 1 to 4: number 1, C, carries -1.226; number 2, O, carries -0.071; number 3, C, carries -1.045; number 4, C, carries -0.772

Verdict on stability: entry x comes out at the bottom.

Entry w
Here is a cluster of 2 separate species, C5H11O2 in total from the Open Molecules 2025 dataset. Energies are from ωB97M-V with the def2-TZVPD basis set.

Cartesian coordinates (Å):
C 0.2348 -1.9908 2.6713
C -0.6754 -2.2571 1.4051
H 0.8686 -1.3788 2.2886
H -0.4017 -1.4436 3.5042
H 0.9612 -2.8038 2.8083
H -1.1627 -1.3250 1.0522
H -0.0296 -2.7013 0.6446
H -1.5175 -2.9253 1.5843
C 0.2983 2.1882 -1.2868
C 1.0848 1.3264 -2.1184
C -1.1574 1.6863 -1.2807
O -1.9659 2.2014 -2.0492
O -1.3825 0.9812 -0.2704
H 0.7909 2.0025 -0.1878
H 0.1503 3.2984 -1.4131
H 2.1262 1.4034 -2.2136
H 0.7984 1.4783 -3.1859
H 0.9793 0.2599 -1.9529

Values from the calculation:
* HOMO level: -3.65 eV
* lowest unoccupied orbital energy: 3.714 eV
* 2S+1: 1
* frontier orbital gap: 7.367 eV
* total charge: -1

Atomic partial charges in e from the Mulliken method, atoms 1 to 4: number 1, C, carries -0.894; number 2, C, carries -0.673; number 3, H, carries 0.323; number 4, H, carries 0.238

Entry x
Here is a cluster of 2 separate species, C5H11O2 in total from the Open Molecules 2025 dataset. Energies are from ωB97M-V with the def2-TZVPD basis set.

Cartesian coordinates (Å):
C 1.2423 0.4173 -1.7508
C 0.1767 1.4087 -1.3096
O 0.3723 1.7720 -0.1283
O -0.7771 1.5343 -2.0419
H 2.2426 0.9134 -1.4643
H 1.1948 -0.0573 -2.7112
H 1.3090 -0.4096 -1.0172
C -0.8029 -1.3549 1.0770
C -0.2766 -2.7205 1.5754
C -0.1289 -0.2764 2.0145
H -0.4619 -1.1924 0.0459
H -1.9230 -1.1631 0.9902
H -1.1019 -3.4926 1.6996
H 0.2419 -2.5038 2.5385
H -0.6849 -0.1933 3.0335
H 0.9261 -0.6836 2.3898
H 0.3228 -3.1519 0.7412
H -0.0903 0.6380 1.4764

Values from the calculation:
* HOMO level: -4.03 eV
* lowest unoccupied orbital energy: 3.838 eV
* 2S+1: 1
* frontier orbital gap: 7.869 eV
* total charge: -1

Atomic partial charges in e from the Mulliken method, atoms 1 to 4: number 1, C, carries -0.772; number 2, C, carries 0.562; number 3, O, carries -0.759; number 4, O, carries -0.709

Entry y
Here is a cluster of 2 separate species, C5H11O2 in total from the Open Molecules 2025 dataset. Energies are from ωB97M-V with the def2-TZVPD basis set.

Cartesian coordinates (Å):
C 0.3863 0.5007 1.2685
C 0.1627 0.1779 2.7026
C 2.0000 0.3499 1.1334
H -0.1008 1.3793 1.0050
H -0.0749 -0.1193 0.4976
H -0.8184 -0.1495 3.0613
H 0.9298 -0.5583 3.1165
H 2.4563 -0.0621 2.0423
H 0.1957 1.1115 3.3401
H 2.4016 1.3571 1.0624
H 2.4056 -0.2017 0.3093
C -1.0837 -0.6267 -3.3284
C -1.9851 -0.5451 -2.0479
O -2.3731 -1.5470 -1.5617
O -2.0234 0.6299 -1.5690
H -0.7711 -1.6322 -3.5420
H -0.1338 -0.0363 -3.3734
H -1.5736 -0.0279 -4.1167

Values from the calculation:
* HOMO level: -3.65 eV
* lowest unoccupied orbital energy: 3.668 eV
* 2S+1: 1
* frontier orbital gap: 7.317 eV
* total charge: -1

Atomic partial charges in e from the Mulliken method, atoms 1 to 4: number 1, C, carries -0.080; number 2, C, carries -1.109; number 3, C, carries -1.086; number 4, H, carries 0.422

Verdict on stability: entry w comes out at the bottom.

Entry w
Here is a cluster of 2 separate species, C5H11O2 in total from the Open Molecules 2025 dataset. Energies are from ωB97M-V with the def2-TZVPD basis set.

Cartesian coordinates (Å):
C -0.7257 3.2969 -1.3767
C -0.3768 2.3450 -0.2499
H 0.0403 4.0521 -1.5662
H -0.8863 2.7464 -2.3010
H -1.6251 3.8969 -1.2024
H -0.4946 2.7397 0.7526
H 0.5931 1.8873 -0.4410
H -0.9556 1.4137 -0.3170
C 1.2150 -1.4836 0.2168
C 1.1968 -1.3186 -1.3050
C -0.1641 -1.2397 0.9302
O -1.1012 -0.8200 0.2143
O -0.1539 -1.4716 2.1554
H 1.5242 -2.5032 0.4661
H 1.9445 -0.8208 0.6718
H 0.1864 -1.2519 -1.6953
H 1.7453 -2.0791 -1.8546
H 1.6571 -0.3879 -1.5758

Values from the calculation:
* HOMO level: -3.95 eV
* lowest unoccupied orbital energy: 3.809 eV
* 2S+1: 1
* frontier orbital gap: 7.755 eV
* total charge: -1

Atomic partial charges in e from the Mulliken method, atoms 1 to 4: number 1, C, carries -0.927; number 2, C, carries -0.607; number 3, H, carries 0.270; number 4, H, carries 0.282

Entry x
Here is a cluster of 2 separate species, C5H11O2 in total from the Open Molecules 2025 dataset. Energies are from ωB97M-V with the def2-TZVPD basis set.

Cartesian coordinates (Å):
C -0.9798 0.0927 1.6198
C -0.4584 0.9337 2.7496
C -1.9180 0.5882 0.5824
H -1.4426 -0.8280 2.1737
H -0.0306 -0.2397 1.1361
H -0.0782 1.7706 2.2803
H -1.2221 1.2142 3.4912
H -1.6878 0.1190 -0.4386
H -1.6540 1.7167 0.8006
H 0.3045 0.3419 3.2791
H -3.0235 0.8431 0.8295
C 0.2201 0.1239 -2.3732
C 1.0934 -0.5673 -1.2610
O 2.1717 -0.0708 -1.0164
O 0.4825 -1.5250 -0.6857
H -0.7574 0.2780 -1.8646
H 0.0589 -0.5558 -3.2186
H 0.5562 1.0794 -2.7580

Values from the calculation:
* HOMO level: -4.03 eV
* lowest unoccupied orbital energy: 3.928 eV
* 2S+1: 1
* frontier orbital gap: 7.959 eV
* total charge: -1

Atomic partial charges in e from the Mulliken method, atoms 1 to 4: number 1, C, carries 0.272; number 2, C, carries -1.419; number 3, C, carries -0.831; number 4, H, carries 0.209

Verdict on stability: entry x comes out at the bottom.

Entry w
Here is a cluster of 2 separate species, CHFI2S in total from the Open Molecules 2025 dataset. Energies are from ωB97M-V with the def2-TZVPD basis set.

Cartesian coordinates (Å):
C -0.2689 0.9838 -0.6672
F -0.3607 1.9426 0.2743
S 1.7019 -0.9937 1.0299
I -1.9561 -0.3174 -0.6368
I 0.3187 -2.8128 1.3663
H 0.5652 1.1975 -1.3665

Values from the calculation:
* HOMO level (spin up / spin down): -8.84 / -8.49 eV
* lowest unoccupied orbital energy (spin up / spin down): -0.433 / -2.341 eV
* 2S+1: 1
* frontier orbital gap (spin up / spin down): 8.407 / 6.145 eV

Atomic partial charges in e from the Mulliken method, atoms 1 to 4: number 1, C, carries -0.366; number 2, F, carries -0.152; number 3, S, carries -0.220; number 4, I, carries 0.122

Entry x
Here is the molecule CHFI2S from the Open Molecules 2025 dataset. Energies are from ωB97M-V with the def2-TZVPD basis set.

Cartesian coordinates (Å):
F -1.1337 -0.7484 -1.2653
C -0.4720 -0.4426 -0.2433
I -1.3947 1.6013 0.8699
S 1.2388 -0.1752 -0.9111
I 2.3179 0.7936 0.8508
H -0.5564 -1.0287 0.6991

Values from the calculation:
* HOMO level: -9.09 eV
* lowest unoccupied orbital energy: -0.932 eV
* SMILES: F[C@H](I)SI
* 2S+1: 1
* frontier orbital gap: 8.154 eV

Atomic partial charges in e from the Mulliken method, atoms 1 to 4: number 1, F, carries -0.143; number 2, C, carries -0.255; number 3, I, carries -0.077; number 4, S, carries -0.126

Verdict on stability: entry w comes out at the bottom.